No. 1
Here is a 2-piece molecular cluster, C3H9NO3S overall in a non-equilibrium geometry from OMol25. Energies are from ωB97M-V/def2-TZVPD.

Summary:
LUMO (alpha / beta) (eV): 0.78 / -4.16
Energy above the lowest of the compared OMol25 structures with the same formula, charge and spin (eV): 2.411
Orbital gap (alpha / beta) (Eh): 0.200 / 0.225

The geometry in ORCA input format:
```
! wB97M-V def2-TZVPD RIJCOSX def2/J DEFGRID3
* xyz 0 3
C 0.14933 -1.29415 1.12338
C 0.14772 -0.29447 -1.39222
C -0.55136 -0.76975 -0.12064
N 1.92991 1.91432 0.09768
O -2.64222 0.61936 -0.92328
O -2.65795 -0.09989 1.49180
O -1.76170 -1.60964 -0.29098
S -2.16312 -0.17941 0.15775
H 0.28229 -0.39149 1.78788
H 1.08337 -1.82986 0.82406
H -0.45283 -2.07662 1.50567
H -0.56646 0.26338 -2.00055
H 0.61584 -1.11768 -1.96822
H 0.90576 0.45451 -1.04714
H 1.65892 1.46183 0.94757
H 1.20954 2.57478 -0.25064
H 2.81295 2.37477 0.05788
*
```



No. 2
Here is a 4-piece molecular cluster, C30H65Cl2FN2O15P3 overall in a non-equilibrium geometry from OMol25. Energies are from ωB97M-V/def2-TZVPD.

Summary:
LUMO (eV): -3.55
Orbital gap (Eh): 0.250

The geometry in ORCA input format:
```
! wB97M-V def2-TZVPD RIJCOSX def2/J DEFGRID3
* xyz 1 1
C 2.67732 -6.23492 -0.30928
C 3.57998 -5.72418 0.56466
C 4.29379 -4.40226 0.40123
P 6.04225 -4.80255 0.87178
O 6.12239 -5.32787 2.23182
O 6.96088 -3.55006 0.53468
O 6.48081 -5.92858 -0.17236
C 4.29650 -3.81401 -1.02215
O 3.78801 -2.51231 -1.16118
C 4.33162 -1.57712 -0.23705
P 3.67947 0.08928 -0.87145
C 1.87237 -0.14884 -1.01670
C 3.84169 1.38758 0.39944
C 5.25523 2.00774 0.45273
C 4.04813 -1.95113 1.23528
F 2.93106 -1.28790 1.62511
P 5.39043 -1.32756 2.40593
N 4.78345 -0.26104 3.32152
O 6.63380 -0.75775 1.56053
O 5.83348 -2.62725 3.21237
N 3.68120 -3.46390 1.44195
C 2.22628 -3.59902 1.56995
Cl 1.26375 -3.39924 0.18249
C 1.66869 -3.79775 2.75317
C 0.20243 -3.85433 2.98940
Cl 2.67115 -3.90850 4.14902
H 2.91214 -6.39298 -1.35620
H 1.69270 -6.51346 0.04926
H 3.87204 -6.30126 1.44089
H 7.88541 -3.80653 0.40184
H 5.90444 -5.97221 -0.94601
H 5.32937 -3.78685 -1.39132
H 3.74707 -4.44407 -1.71788
H 5.40850 -1.56614 -0.42053
H 1.67012 -0.98101 -1.68339
H 1.48812 0.75128 -1.49467
H 1.36719 -0.24742 -0.05893
H 3.47963 1.12015 1.39000
H 3.16920 2.17307 0.04782
H 5.99583 1.37484 -0.03177
H 5.27198 2.94811 -0.09133
H 5.55236 2.20141 1.47923
H 5.26847 0.62466 3.25390
H 7.45817 -1.16878 1.84900
H 6.76190 -2.66210 3.47049
H 4.09223 -3.75788 2.34696
H -0.00510 -4.45986 3.86755
H -0.31767 -4.31999 2.15970
H -0.12157 -2.83111 3.17464
C -4.96762 -0.88265 -0.51725
O -4.67566 -0.34637 0.75834
C -5.80222 0.22733 1.40985
C -5.87557 -0.20950 2.85885
O -6.14380 -1.59122 3.06768
C -5.13712 -2.51442 2.69542
C -3.85820 -2.44295 3.50108
O -3.11057 -1.27007 3.23364
C -2.54594 -0.65033 4.36818
H -4.97154 -0.10051 -1.28409
H -4.18641 -1.60516 -0.75730
H -5.92805 -1.40625 -0.52352
H -6.73062 -0.03706 0.89495
H -5.69812 1.31953 1.38584
H -6.71592 0.31770 3.31618
H -4.98349 0.10368 3.40174
H -4.91394 -2.44759 1.63018
H -5.57015 -3.50371 2.86292
H -3.22737 -3.29565 3.21025
H -4.09775 -2.53188 4.56577
H -3.22005 -0.66896 5.22917
H -2.35448 0.39140 4.11395
H -1.59713 -1.13236 4.63389
C 2.52259 4.46556 -0.63322
O 1.90344 3.58717 0.28374
C 1.90398 4.04549 1.62792
C 0.55735 3.87899 2.30172
O -0.48498 4.70711 1.81774
C -1.02351 4.47793 0.52818
C -1.78711 3.18378 0.36077
O -0.91771 2.06850 0.38984
C -1.39110 0.95474 1.11524
H 3.61253 4.34728 -0.61945
H 2.15432 4.21687 -1.62839
H 2.26673 5.50859 -0.42651
H 2.21073 5.09452 1.68529
H 2.63492 3.44351 2.18496
H 0.68996 4.18250 3.34341
H 0.25590 2.82937 2.32053
H -0.26160 4.57535 -0.24849
H -1.73553 5.29152 0.37095
H -2.28485 3.19585 -0.61698
H -2.55892 3.10868 1.13468
H -1.91890 1.25268 2.02522
H -0.52356 0.35889 1.40798
H -2.04958 0.34412 0.49166
C -4.71687 4.59961 -7.24616
O -4.31271 4.34332 -5.91773
C -5.37881 4.15515 -5.00518
C -5.15415 2.96304 -4.10104
O -5.19763 1.69600 -4.73523
C -4.15447 1.32091 -5.61727
C -2.80442 1.09812 -4.97162
O -2.21769 2.30925 -4.53020
C -1.60852 2.23595 -3.26260
H -4.98314 5.65315 -7.38012
H -3.87534 4.36475 -7.89703
H -5.56175 3.96800 -7.53835
H -6.33229 4.03908 -5.53061
H -5.44327 5.05017 -4.37252
H -5.98362 2.94757 -3.38893
H -4.24213 3.08202 -3.51217
H -4.06970 2.00978 -6.45943
H -4.46975 0.35880 -6.02888
H -2.13660 0.65205 -5.72074
H -2.91443 0.39070 -4.14137
H -2.19657 1.62747 -2.56657
H -1.55702 3.24964 -2.86502
H -0.59119 1.83508 -3.33591
*
```